Record 1
{
  "formula": "C25H22AlN5O3",
  "method": "ωB97M-V/def2-TZVPD",
  "elements": ["Al", "O", "C", "C", "C", "C", "C", "C", "C", "O", "N", "N", "C", "C", "C", "C", "C", "C", "C", "O", "H", "H", "H", "H", "H", "H", "H", "H", "H", "H", "C", "C", "C", "C", "N", "C", "C", "C", "C", "C", "C", "C", "H", "H", "H", "H", "H", "H", "H", "H", "N", "N", "H", "H", "H", "H"],
  "coordinates": [[0.284, 0.168, 0.393], [-4.524, -2.195, 0.621], [-3.768, -2.812, 1.542], [-4.308, -3.923, 2.191], [-3.574, -4.610, 3.135], [-2.281, -4.209, 3.462], [-1.740, -3.107, 2.833], [-2.465, -2.395, 1.874], [-1.830, -1.227, 1.249], [-0.638, -0.885, 1.615], [-2.482, -0.561, 0.316], [-1.689, 0.484, -0.097], [-2.232, 1.560, -0.525], [-1.467, 2.775, -0.679], [-2.034, 3.881, -1.327], [-1.393, 5.098, -1.355], [-0.172, 5.240, -0.695], [0.397, 4.175, -0.028], [-0.220, 2.916, -0.017], [0.371, 1.909, 0.593], [-4.001, -1.435, 0.267], [-5.314, -4.223, 1.929], [-4.011, -5.472, 3.625], [-1.708, -4.750, 4.203], [-0.741, -2.762, 3.068], [-3.312, 1.592, -0.669], [-3.000, 3.755, -1.804], [-1.841, 5.939, -1.867], [0.335, 6.197, -0.701], [1.334, 4.279, 0.505], [-0.283, -2.505, -3.014], [0.774, -3.385, -2.803], [1.539, -3.258, -1.661], [1.245, -2.248, -0.742], [0.251, -1.376, -0.987], [-0.497, -1.513, -2.082], [2.003, -2.029, 0.500], [2.676, -3.070, 1.134], [3.331, -2.833, 2.331], [3.326, -1.556, 2.874], [2.645, -0.526, 2.238], [1.958, -0.730, 1.041], [-0.923, -2.588, -3.880], [1.002, -4.151, -3.533], [2.371, -3.923, -1.478], [-1.292, -0.788, -2.208], [2.656, -4.074, 0.722], [3.830, -3.644, 2.846], [3.838, -1.369, 3.811], [2.640, 0.463, 2.685], [2.908, 0.549, -1.806], [1.521, 0.993, -1.755], [2.889, -0.385, -2.202], [3.167, 0.415, -0.834], [1.189, 0.980, -2.712], [1.561, 1.972, -1.493]],
  "max_force_ev_per_a": 0.94,
  "e_homo_ev": -8.03,
  "total_energy_ha": -1707.965461,
  "gap_ev": 8.02
}

=====

Record 2
{
  "formula": "C25H22BClF3N2O3PS",
  "method": "ωB97M-V/def2-TZVPD",
  "elements": ["C", "O", "B", "O", "C", "C", "C", "P", "O", "C", "N", "S", "N", "C", "C", "Cl", "H", "H", "H", "H", "H", "H", "H", "F", "C", "C", "C", "C", "C", "C", "H", "H", "H", "H", "H", "F", "C", "C", "C", "C", "C", "C", "H", "H", "H", "H", "H", "F", "C", "C", "C", "C", "C", "C", "H", "H", "H", "H", "H"],
  "coordinates": [[4.807, -1.034, 3.743], [4.086, 0.236, 3.659], [3.259, 0.159, 2.569], [3.778, -0.092, 1.295], [1.671, 0.374, 2.636], [0.836, -0.818, 2.561], [-0.516, -0.706, 2.574], [-1.524, -2.236, 2.424], [-2.728, -1.917, 1.618], [-1.127, 0.588, 2.674], [-2.426, 0.891, 2.677], [-2.504, 2.498, 2.785], [-0.937, 2.921, 2.822], [-0.278, 1.768, 2.753], [1.155, 1.617, 2.724], [2.154, 3.049, 2.767], [5.514, -1.157, 2.909], [4.054, -1.837, 3.636], [5.317, -1.087, 4.709], [3.266, 0.495, 0.717], [1.344, -1.781, 2.466], [-1.855, -2.743, 3.706], [-0.676, -3.134, 1.718], [4.602, -3.645, 1.356], [4.600, -3.621, 0.005], [4.211, -2.467, -0.646], [4.214, -2.444, -2.034], [4.594, -3.572, -2.749], [4.978, -4.725, -2.077], [4.987, -4.751, -0.689], [3.911, -1.602, -0.065], [3.918, -1.544, -2.558], [4.591, -3.552, -3.831], [5.271, -5.606, -2.633], [5.291, -5.637, -0.147], [-3.156, -2.980, -4.662], [-3.709, -2.186, -3.724], [-4.582, -1.190, -4.115], [-5.154, -0.376, -3.147], [-4.838, -0.561, -1.807], [-3.954, -1.564, -1.430], [-3.388, -2.386, -2.395], [-4.809, -1.057, -5.165], [-5.847, 0.404, -3.440], [-5.282, 0.079, -1.054], [-3.704, -1.705, -0.385], [-2.704, -3.179, -2.122], [-2.275, 7.990, -1.226], [-2.417, 6.654, -1.139], [-1.865, 5.986, -0.064], [-2.016, 4.610, 0.027], [-2.708, 3.920, -0.961], [-3.253, 4.606, -2.038], [-3.113, 5.984, -2.127], [-1.323, 6.541, 0.692], [-1.594, 4.075, 0.866], [-2.822, 2.844, -0.891], [-3.788, 4.068, -2.810], [-3.537, 6.538, -2.954]],
  "max_force_ev_per_a": 2.11,
  "e_homo_ev": -9.00,
  "total_energy_ha": -2825.336775,
  "gap_ev": 7.71
}